[1]
Here is a 2-piece molecular cluster, CH4N2O2 overall in a non-equilibrium geometry from OMol25. Energies are from the ωB97M-V functional and the def2-TZVPD basis.

Geometry (Å):
C1 -0.58781 -0.48190 0.33630
N1 -0.17776 -0.75052 1.54664
N2 0.70768 0.91753 -1.53359
O1 -1.49795 -0.37702 -0.36888
O2 1.27196 0.19576 -0.59319
H1 -0.70150 -0.93410 2.40002
H2 0.81755 -0.62917 1.61739
H3 0.11013 0.47426 -2.21451
H4 0.05769 1.58515 -1.19017

Forces on the atoms, in the same order (eV/Å):
2.94 0.43 -0.27
0.63 -0.10 0.49
0.09 1.44 -1.77
-1.08 0.18 -0.58
-2.58 -1.77 1.82
-0.32 0.01 -0.57
0.15 -0.02 0.30
0.37 -1.41 -0.39
-0.20 1.24 0.97

## Properties
**LUMO (alpha / beta)**: 0.224 / 0.254 eV
**F_max**: 0.0704 hartree/bohr
**Energy above the lowest of the compared OMol25 structures with the same formula, charge and spin**: 77.9 kcal/mol
**Net charge**: 0

[2]
Here is C5H37N3O13 as an isolated structure in a non-equilibrium geometry from OMol25. Energies are from the ωB97M-V functional and the def2-TZVPD basis.

Geometry (Å):
C1 0.96890 -0.60430 0.07148
C2 0.05435 0.66584 0.07846
C3 0.46341 1.77361 0.87094
C4 1.01097 2.98862 0.56529
N1 0.85260 3.79302 1.66745
C5 0.11238 3.11735 2.58631
N2 -0.05149 1.88470 2.15992
N3 0.48429 -1.20378 -1.24069
H1 2.02977 -0.43992 -0.11140
H2 0.69926 -1.17212 0.96084
H3 -0.96921 0.39535 0.35739
H4 -0.17263 1.06441 -0.95356
H5 1.47309 3.50258 -0.26419
H6 1.10843 4.76729 1.65143
H7 -0.18698 3.58325 3.50942
H8 -0.52233 1.10155 2.69600
H9 -0.34016 -1.74191 -0.99722
H10 1.12666 -1.89511 -1.64253
H11 0.20742 -0.62346 -2.02722
H12 -2.15277 0.67200 -1.59597
H13 -2.03284 0.93299 -3.04996
O1 -1.46121 0.77838 -2.28812
H14 -3.08147 -1.05369 -0.51428
H15 -4.30532 -0.21052 -0.83813
O2 -3.39755 -0.12802 -0.50863
H16 -0.41217 -3.63039 -2.85910
H17 -0.73030 -2.39759 -3.58513
O3 -0.69895 -2.72638 -2.67463
H18 -1.05928 0.61077 4.67982
H19 -2.38182 0.82547 3.83112
O4 -1.50868 0.39255 3.85606
H20 -2.51196 -2.23329 -1.81156
H21 -3.64347 -2.95115 -1.12249
O5 -3.41036 -2.08403 -1.46481
H22 -1.11491 0.07830 -4.88810
H23 -1.47785 0.45773 -3.52997
O6 -0.72344 0.05617 -4.00216
H24 0.85748 -1.02292 -4.05481
H25 2.27735 -1.40733 -4.31245
O7 1.54353 -1.63146 -3.73171
H26 4.47673 -1.72163 -2.20097
H27 4.48460 -2.25928 -0.72888
O8 4.26044 -1.50282 -1.29186
H28 2.73903 0.29175 4.49478
H29 3.09998 1.58308 4.24602
O9 2.28459 1.06344 4.10601
H30 1.59492 -5.18825 -1.28557
H31 2.60496 -4.13531 -1.43384
O10 1.65879 -4.26517 -1.55239
H32 -3.34736 1.20685 1.20561
H33 -4.09208 1.95852 2.40618
O11 -3.24176 1.67758 2.05246
H34 -2.07907 -2.24138 1.84599
H35 -1.66015 -0.90266 2.42681
O12 -1.59677 -1.44555 1.61913
H36 2.99042 1.48638 2.23483
H37 4.41911 1.43590 1.91416
O13 3.56888 1.41766 1.45366

Forces on the atoms, in the same order (eV/Å):
-1.05 2.08 -2.17
-0.10 -0.87 -2.04
0.01 2.06 1.15
0.19 0.29 0.38
-1.35 -1.13 0.41
1.42 1.20 0.04
0.08 0.14 -0.28
0.48 -2.08 2.08
-0.02 0.36 0.67
0.31 -0.63 -0.56
0.26 -0.35 0.40
1.24 -0.45 1.15
0.00 -0.88 -0.39
-0.13 0.07 0.44
-0.10 -0.37 0.15
0.05 1.08 -0.30
-0.07 -0.09 -0.28
0.03 0.05 0.05
0.18 0.76 0.25
-0.25 -0.08 0.51
-3.28 3.29 2.93
-2.91 2.27 5.60
-0.46 0.47 0.31
0.41 0.12 0.07
-0.05 3.13 1.32
0.18 -0.22 0.54
-0.17 0.47 0.17
-0.97 -0.93 -1.21
-0.23 -0.16 0.23
0.32 -0.01 -0.12
-0.04 -0.05 0.01
-0.10 -0.22 -0.56
-0.33 -0.39 -0.09
0.68 -2.93 -1.09
1.01 -0.46 -0.75
4.23 -3.81 -3.67
0.45 -1.42 -5.18
-0.04 0.00 0.17
0.28 -0.21 0.03
0.13 0.40 -0.53
0.21 -0.22 0.02
0.19 0.27 -0.45
-0.49 -0.08 0.48
-1.15 -0.67 -0.21
-0.73 1.01 -0.20
1.84 -0.25 0.64
-0.44 -0.17 -0.01
0.14 0.39 -0.23
0.24 -0.17 0.26
-0.46 0.01 0.27
-0.15 -0.12 -0.53
0.51 -0.07 0.23
-0.10 -0.29 0.07
0.02 -0.20 -0.20
0.08 0.19 0.18
-0.26 -0.26 -0.54
0.31 -0.07 -0.62
-0.04 0.19 0.96

## Properties
**LUMO**: -4.650 eV
**F_max**: 0.1317 hartree/bohr
**Net charge**: +2

[3]
Here is a 2-piece molecular cluster, CHNO3S overall in a non-equilibrium geometry from OMol25. Energies are from the ωB97M-V functional and the def2-TZVPD basis.

Geometry (Å):
O1 1.71160 -0.81339 -1.38755
S1 1.02748 -1.07782 -0.19520
O2 1.56629 -0.79228 1.06981
O3 -0.29284 -1.62337 -0.29781
C1 -1.43552 1.42228 0.24687
N1 -0.69755 2.06469 -0.36776
H1 -1.87946 0.81989 0.93165

Forces on the atoms, in the same order (eV/Å):
1.05 0.27 -0.89
-2.21 -0.50 -0.31
0.56 0.17 0.83
0.57 0.15 0.34
2.56 2.03 -1.85
-1.04 -0.70 0.43
-1.50 -1.43 1.44

## Properties
**LUMO**: -0.650 eV
**F_max**: 0.0730 hartree/bohr
**Energy above the lowest of the compared OMol25 structures with the same formula, charge and spin**: 41.9 kcal/mol
**Net charge**: 0

[4]
Here is an isolated ion of composition C7H14 and charge +1 in a non-equilibrium geometry from OMol25. Energies are from the ωB97M-V functional and the def2-TZVPD basis.

Geometry (Å):
C1 -1.38948 2.36468 0.39766
C2 -1.59428 1.06906 -0.38403
C3 -0.22400 0.42331 -0.66073
C4 0.43505 -0.29887 0.43565
C5 -0.26815 -0.59926 1.59415
C6 1.69196 -1.07021 0.16769
C7 1.61795 -1.97828 -1.08195
H1 -1.02393 3.19600 -0.19588
H2 -2.23271 2.69506 1.00810
H3 -0.72383 2.11364 1.23879
H4 -2.16040 1.20153 -1.30261
H5 -2.17118 0.38613 0.24053
H6 0.37031 1.26835 -1.04257
H7 -0.19590 -0.23492 -1.53381
H8 -1.31701 -0.87949 1.64155
H9 0.22234 -0.87111 2.52325
H10 2.49189 -0.34040 0.05364
H11 1.84660 -1.76916 0.98652
H12 2.47806 -2.59281 -1.12908
H13 1.36545 -1.40335 -1.96594
H14 0.78126 -2.67990 -0.99094

Forces on the atoms, in the same order (eV/Å):
-0.17 -0.45 1.16
-0.01 -0.30 0.64
-0.44 1.16 -0.61
-0.75 -0.76 -1.13
0.17 -0.83 1.04
-0.35 -0.40 0.23
-1.96 0.59 0.25
0.22 -0.01 0.04
-0.50 0.00 -0.74
0.59 0.34 -0.38
0.17 0.06 -0.11
-0.27 0.00 -0.16
0.58 -0.26 0.22
-0.19 -0.26 0.03
-0.16 0.64 -0.44
0.40 0.19 -0.06
0.36 0.01 0.13
0.49 0.46 0.36
1.08 -0.18 -0.40
0.75 -0.07 -0.34
0.01 0.06 0.27

## Properties
**Spin multiplicity**: 2
**LUMO (alpha / beta)**: -5.135 / -7.798 eV
**F_max**: 0.0402 hartree/bohr
**<S²>**: 0.755
**Energy above the lowest of the compared OMol25 structures with the same formula, charge and spin**: 17.0 kcal/mol
**Net charge**: +1